[1]
This record from the Open Molecules 2025 dataset describes a molecular structure, C15H21CdFO8P. The level of theory is ωB97M-V/def2-TZVPD.

Last column: Löwdin spin population.
Positions of all 47 atoms, in Å:
Cd: -14.377630 4.486610 -11.198490  0.667
F: -16.098000 5.410700 -10.803850  0.133
C: -19.172580 6.355440 -10.110650  0.001
C: -20.234590 7.246770 -9.985300  0.000
C: -21.396750 6.898780 -9.223550  0.000
C: -21.611090 5.634790 -8.769560  0.000
C: -20.505180 4.758960 -8.934860  0.000
C: -19.281210 5.140150 -9.435780  0.001
O: -18.195770 4.381840 -9.411020  0.005
O: -22.267900 7.860480 -8.803280  0.000
H: -18.302580 6.618040 -10.694210  0.001
H: -20.071090 8.250390 -10.349190  0.000
H: -22.569430 5.405050 -8.327740  0.000
H: -20.622150 3.784300 -8.484570  0.000
H: -17.552360 4.950470 -9.840290  0.002
H: -23.129960 7.459090 -8.671620  0.000
C: -16.778510 8.839260 -13.737520  0.000
C: -16.767710 8.103610 -12.526880  0.002
C: -16.370650 8.739090 -11.357970  0.001
C: -15.986740 10.015570 -11.389830  0.000
C: -16.012960 10.809640 -12.551860  0.000
C: -16.506430 10.204070 -13.660610  0.000
O: -16.409440 10.827670 -14.769020  0.000
O: -16.427230 8.005960 -10.185910  0.006
H: -17.010540 8.303070 -14.645840  0.000
H: -17.028680 7.055870 -12.503770  0.001
H: -15.687620 10.612010 -10.540600  0.000
H: -15.527310 11.774100 -12.532970  0.000
H: -15.691120 11.461550 -14.707190  0.000
H: -16.475160 7.063290 -10.361070  0.002
C: -16.930710 0.297770 -11.508080  0.001
O: -16.286250 0.538980 -12.737370  0.003
P: -16.073600 2.021930 -13.244400  0.011
O: -15.325770 2.964220 -12.337620  0.151
O: -15.449990 1.834080 -14.792840  0.003
C: -15.735160 0.675350 -15.514840  0.000
O: -17.607590 2.521550 -13.580390  0.004
C: -18.368360 3.178820 -12.623840  0.002
H: -16.791650 -0.736940 -11.194800  0.000
H: -17.972250 0.424390 -11.803480  0.000
H: -16.675080 1.146750 -10.874060  0.001
H: -16.530930 0.017160 -15.166070  0.000
H: -14.843440 0.061540 -15.642090  0.000
H: -15.726700 1.008910 -16.552510  0.000
H: -18.367480 2.633660 -11.679970  0.000
H: -19.416520 3.339300 -12.876240  0.000
H: -18.115520 4.233860 -12.518700  0.001

Atomic forces in eV per Å
Cd 1.9 0.3 0.4
F -1.6 0.8 0.4
C -1.9 0.7 0.4
C -0.3 -0.2 0.9
C 0.9 1.0 -0.4
C 2.1 -0.8 -1.1
C -1.3 -0.7 1.3
C -1.3 1.0 -0.9
O 0.5 -1.4 0.4
O -0.3 1.1 -0.7
H -0.1 0.0 0.2
H -0.4 0.1 -0.1
H 0.2 -0.5 0.3
H 0.3 -0.3 -0.1
H 1.3 -0.4 -0.3
H -0.1 0.0 0.1
C -0.7 -1.3 2.5
C 0.1 1.0 -1.8
C -1.0 -3.2 0.8
C 0.8 3.7 0.3
C -0.2 -1.9 2.2
C 1.0 -2.3 1.5
O 0.1 2.7 -5.2
O 0.4 1.7 0.3
H 0.0 0.5 -0.3
H 0.1 -0.1 -0.1
H 0.2 -0.7 0.7
H -0.4 0.2 -0.2
H -0.2 0.3 -0.3
H 0.4 -0.5 -0.4
C -1.6 0.9 -0.4
O 2.1 0.4 -1.6
P -0.9 0.9 -2.4
O -1.5 -2.5 -2.1
O -1.0 1.2 4.6
C 1.3 -1.2 -2.0
O 2.4 -1.1 -0.9
C -1.3 1.4 1.6
H 0.5 0.5 0.2
H -0.4 -0.3 0.8
H 0.1 -0.8 0.9
H -0.3 0.6 -0.2
H 0.3 -0.3 1.0
H -1.4 0.1 -0.1
H 0.1 0.5 0.2
H -0.1 -1.0 -0.8
H 0.9 -0.1 0.4

Frontier orbital gap (spin up / spin down) = 7.917 / 6.428 eV
DFT total energy = -48845.4846 eV
⟨S²⟩ = 0.751
Multiplicity = 2

[2]
This record from the Open Molecules 2025 dataset describes 2 unconnected molecules or ions with the total composition C8H8N2O. The level of theory is ωB97M-V/def2-TZVPD.

Last column: natural (NBO) charge in e.
Positions of all 19 atoms, in Å:
C: 2.390366 -0.463922 0.245555  -0.221
C: 1.937119 0.567825 -0.546703  -0.204
C: 1.564870 -1.590174 0.505720  -0.206
C: 0.554484 0.643837 -0.845647  -0.223
C: 0.263756 -1.635622 0.142660  -0.200
C: -0.259791 -0.437139 -0.531337  -0.092
C: -2.392050 0.912273 0.412652  0.292
C: -1.637258 -0.363977 -1.016169  -0.153
N: -2.943881 1.826553 -0.105719  -0.603
N: -2.599468 -1.359169 -0.649625  0.072
O: -2.393839 -2.209536 0.213789  -0.383
H: 3.363586 -0.358026 0.735825  0.219
H: 2.546844 1.457004 -0.859323  0.218
H: 1.954935 -2.411978 1.243063  0.218
H: 0.124482 1.260634 -1.621705  0.214
H: -0.362407 -2.497273 0.224360  0.253
H: -1.904398 0.640487 1.275726  0.182
H: -1.982181 0.148132 -1.878348  0.231
H: -3.079617 2.727147 0.349563  0.386

Atomic forces in eV per Å
C 0.1 -0.2 0.4
C -0.8 1.8 -0.1
C 2.1 -0.7 2.6
C 0.9 -1.9 -0.7
C -1.0 2.4 -1.8
C 0.8 -1.6 0.0
C 1.3 -2.5 -3.5
C -1.4 -0.8 4.4
N -1.2 2.6 -1.1
N -1.1 -0.2 -0.5
O 0.4 1.1 -0.6
H -0.2 -0.4 -0.5
H -0.3 -1.2 0.5
H -0.5 1.5 -1.8
H 0.3 0.9 0.3
H 0.0 -0.1 0.4
H 0.9 -0.8 2.2
H 0.1 0.4 -0.7
H -0.3 -0.2 0.4

Frontier orbital gap (spin up / spin down) = 8.282 / 8.285 eV
DFT total energy = -13447.6959 eV
ΔE to the lowest compared entry with this formula, charge and spin = 630.3 kJ/mol

[3]
This record from the Open Molecules 2025 dataset describes C2H3NO3 in the gas phase. The level of theory is ωB97M-V/def2-TZVPD.

Last column: natural (NBO) charge in e.
Positions of all 9 atoms, in Å:
C: -0.411708 1.129791 0.908953  0.946
C: -0.782418 -0.485096 -0.472246  0.028
N: 0.608731 -0.006810 -0.627120  -0.324
O: -0.129557 1.999982 1.616955  -0.463
O: -1.323959 0.276825 0.611755  -0.487
O: 1.704441 -0.747290 -0.207040  -0.581
H: -1.354987 -0.389934 -1.420556  0.205
H: -0.851222 -1.546885 -0.089728  0.190
H: 2.540679 -0.230583 -0.320972  0.487

Atomic forces in eV per Å
C 3.2 -1.1 -2.1
C 2.2 -3.3 0.3
N -1.7 4.1 0.6
O -0.6 -0.1 0.1
O -1.8 0.5 0.2
O 0.0 -1.3 1.1
H 0.3 0.5 0.9
H 0.1 0.9 -0.7
H -1.6 -0.1 -0.4

Frontier orbital gap (spin up / spin down) = 8.551 / 8.558 eV
DFT total energy = -9750.2805 eV
ΔE to the lowest compared entry with this formula, charge and spin = 560.5 kJ/mol

[4]
This record from the Open Molecules 2025 dataset describes a molecular structure, C8H11BLu. The level of theory is ωB97M-V/def2-TZVPD.

Last column: natural (NBO) charge in e.
Positions of all 21 atoms, in Å:
B: 2.394866 -1.023698 0.876234  0.472
C: 2.312342 0.524763 0.594124  -0.747
C: 1.462334 0.856529 -0.686084  -0.461
C: 0.073760 0.412907 -0.446579  0.168
C: -0.358420 -0.895824 -0.807591  -0.142
C: -1.620803 -1.369505 -0.494312  -0.228
C: -2.504200 -0.503068 0.176848  -0.643
C: -2.119362 0.802972 0.550026  -0.334
C: -0.857847 1.254696 0.232793  -0.047
H: 2.735858 -1.737787 -0.015909  -0.070
H: 2.038780 -1.508738 1.899956  -0.050
H: 3.317177 0.873665 0.338519  0.312
H: 1.960541 1.109581 1.442530  0.237
H: 1.892555 0.324683 -1.533257  0.271
H: 1.498227 1.931108 -0.859928  0.272
H: 0.347792 -1.554998 -1.301822  0.300
H: -1.874639 -2.401302 -0.718198  0.303
H: -3.496067 -0.885946 0.488108  0.221
H: -2.813900 1.413036 1.127524  0.295
H: -0.559590 2.250694 0.539697  0.284
Lu: -3.829403 0.126233 -1.402681  2.588

Atomic forces in eV per Å
B 0.1 -0.1 0.0
C -0.2 -0.2 0.2
C -0.2 0.0 -0.1
C 0.0 -0.1 0.0
C 0.3 0.2 -0.1
C 0.2 -0.2 -0.3
C -0.2 -0.6 0.4
C -0.8 0.4 0.0
C 0.3 0.1 -0.2
H -0.1 0.0 0.0
H 0.1 0.1 0.0
H 0.1 0.0 0.0
H 0.0 0.1 0.0
H 0.0 0.0 -0.1
H 0.0 0.1 0.0
H 0.0 0.0 0.0
H -0.1 -0.1 0.0
H 0.1 -0.5 1.1
H 0.1 0.1 0.2
H 0.1 0.0 0.0
Lu 0.2 0.7 -1.0

Frontier orbital gap = 3.734 eV
DFT total energy = -42733.6853 eV
Total charge = +3

[5]
This record from the Open Molecules 2025 dataset describes HNO3P2 in the gas phase. The level of theory is ωB97M-V/def2-TZVPD.

Last column: natural (NBO) charge in e.
Positions of all 7 atoms, in Å:
N: -0.567742 -0.550632 -0.043195  0.090
O: -1.165182 -1.614311 -0.095134  -0.361
O: 0.831578 -0.637170 0.150520  -0.656
O: 2.897443 0.669490 0.509629  -0.975
P: 1.743814 0.675312 -0.354896  1.535
P: -1.138958 0.971731 -0.108062  0.365
H: -2.600953 0.485580 -0.058861  0.002

Atomic forces in eV per Å
N -0.9 -2.0 0.0
O 1.1 0.6 0.1
O 0.1 -0.2 0.0
O 1.0 0.1 0.6
P -0.6 -0.2 -0.8
P -2.7 1.0 0.4
H 1.9 0.7 -0.3

SMILES string = [H]/P=[N+](\[O-])OP=O
Frontier orbital gap (spin up / spin down) = 8.147 / 8.146 eV
DFT total energy = -26222.6419 eV
ΔE to the lowest compared entry with this formula, charge and spin = 29.4 kJ/mol

[6]
This record from the Open Molecules 2025 dataset describes 2 unconnected molecules or ions with the total composition C8H14FO2P. The level of theory is ωB97M-V/def2-TZVPD.

Last column: natural (NBO) charge in e.
Positions of all 26 atoms, in Å:
C: -0.108175 -2.680502 0.151361  -0.657
C: 0.636954 -1.537306 0.715972  0.066
C: 1.649473 0.777044 0.163893  0.719
C: 0.915669 -1.538779 2.227622  -0.651
C: 2.114864 2.827082 -0.905812  -0.298
C: -3.026561 -0.316837 -1.904725  -0.880
C: -1.924580 1.267221 0.213156  -0.962
C: 1.177148 -0.596476 -0.053537  0.224
O: 1.927122 1.299867 1.232367  -0.618
O: 1.741457 1.412120 -0.968796  -0.479
F: 0.809523 -0.666848 -1.405853  -0.350
P: -1.911282 0.942108 -1.623091  0.694
H: 0.467227 -3.348449 -0.392077  0.239
H: -0.716744 -3.145629 0.914556  0.220
H: 1.562651 -0.675581 2.342401  0.249
H: 0.056105 -1.256100 2.715205  0.222
H: 1.458259 -2.446686 2.543742  0.226
H: 3.222598 2.876179 -1.061555  0.197
H: 1.850038 3.259616 0.126460  0.235
H: 1.666820 3.249559 -1.917023  0.216
H: -0.951685 -2.311665 -0.583822  0.240
H: -3.396232 -0.467763 -2.951128  0.238
H: -3.435254 -0.747545 -1.004819  0.205
H: -2.331438 0.346686 0.676871  0.223
H: -2.610316 2.121701 0.295127  0.248
H: -0.843647 1.356992 0.453509  0.234

Atomic forces in eV per Å
C -3.8 2.1 -0.8
C 1.3 -0.2 1.5
C 1.1 0.5 2.0
C 2.4 0.5 -2.6
C 0.1 0.2 -1.2
C 1.1 2.2 -0.1
C 0.2 -1.7 -1.1
C -2.0 -0.1 -2.1
O -0.3 -0.7 -0.2
O 0.2 1.5 -1.0
F 0.4 -0.7 0.7
P -1.1 -0.8 -1.0
H 1.2 -1.4 -0.9
H 0.4 -0.5 0.4
H 0.4 -0.1 0.5
H -2.2 -0.2 1.5
H -0.7 0.3 0.0
H -0.9 0.0 0.4
H 0.1 -0.4 -2.0
H 0.5 -0.5 2.6
H 1.8 -0.4 1.0
H 0.5 -0.4 1.3
H -0.6 -0.6 -0.3
H 0.1 0.7 0.2
H 0.7 -0.1 0.6
H -1.0 0.6 0.5

SMILES string = COC(=O)C(F)=C(C)C.C=PC
Frontier orbital gap = 9.639 eV
DFT total energy = -24621.2167 eV
ΔE to the lowest compared entry with this formula, charge and spin = 69.1 kJ/mol

[7]
This record from the Open Molecules 2025 dataset describes C19H25N5OS in the gas phase. The level of theory is ωB97M-V/def2-TZVPD.

Last column: natural (NBO) charge in e.
Positions of all 51 atoms, in Å:
C: 0.830040 1.417036 -4.135324  -0.612
C: -0.039459 0.327759 -4.750173  -0.401
H: 0.590527 -0.381275 -5.291786  0.201
H: -0.738991 0.770862 -5.461117  0.208
C: -0.851750 -0.418600 -3.687163  -0.216
N: -0.007566 -1.090118 -2.733447  -0.384
C: 0.281099 -0.628365 -1.500430  0.386
N: -0.188234 0.452991 -0.910455  -0.484
C: 0.303929 0.617041 0.325344  0.212
N: 1.166923 -0.174015 0.955427  -0.328
N: 1.624017 -1.250872 0.372985  -0.153
C: 1.208159 -1.510923 -0.847399  0.109
C: 1.478634 -2.561694 -1.784177  -0.128
C: 2.276800 -3.695336 -1.742328  -0.163
C: 2.311048 -4.532612 -2.845571  -0.038
C: 1.544091 -4.221841 -3.972040  -0.190
C: 0.741898 -3.097033 -4.036252  -0.260
C: 0.711861 -2.260328 -2.933683  0.236
H: 0.158324 -2.887765 -4.919547  0.217
H: 1.580784 -4.887200 -4.822601  0.211
C: 3.165650 -5.764270 -2.850904  -0.623
H: 3.586959 -5.947424 -1.866253  0.216
H: 3.984728 -5.651886 -3.561065  0.218
H: 2.582862 -6.633703 -3.150554  0.217
H: 2.854725 -3.909871 -0.856942  0.223
S: -0.268278 2.023659 1.172978  0.293
C: 0.677707 1.858530 2.729346  -0.517
H: 0.561738 0.830900 3.064726  0.236
H: 1.727613 2.037240 2.502558  0.232
C: 0.161334 2.870244 3.740878  -0.227
N: -1.266083 2.736234 3.946188  -0.445
C: -1.629033 1.584786 4.752648  -0.255
C: -3.152017 1.455961 4.773221  -0.072
O: -3.760615 2.614737 5.292093  -0.523
C: -3.392251 3.740751 4.531477  -0.073
C: -1.874970 3.927283 4.508693  -0.245
H: -1.626500 4.785138 3.880749  0.204
H: -1.517760 4.120315 5.536713  0.166
H: -3.881107 4.598917 4.995889  0.192
H: -3.749941 3.626112 3.497532  0.167
H: -3.462120 0.631336 5.417500  0.193
H: -3.506080 1.276563 3.747114  0.169
H: -1.202916 0.681657 4.315323  0.208
H: -1.256770 1.688006 5.788853  0.167
H: 0.733528 2.753900 4.679838  0.180
H: 0.345882 3.875558 3.353338  0.201
H: -1.507185 -1.156833 -4.159933  0.206
H: -1.458321 0.291434 -3.119816  0.233
H: 1.581903 0.984995 -3.478316  0.206
H: 0.223172 2.104318 -3.550701  0.213
H: 1.342015 1.977700 -4.913431  0.214

Atomic forces in eV per Å
C -0.1 -0.1 -0.1
C 0.0 0.0 0.2
H -0.1 0.0 -0.1
H 0.0 -0.1 -0.1
C -0.1 0.2 -0.5
N -0.1 0.1 0.0
C 0.3 0.1 1.1
N 0.0 -0.1 -0.3
C 0.1 -0.1 -0.3
N 0.0 0.5 0.7
N 0.3 -0.9 -0.7
C -0.6 0.8 -0.1
C 0.0 -0.2 -0.4
C -0.2 0.1 -0.2
C 0.0 0.0 0.1
C 0.0 0.1 0.1
C -0.1 0.0 -0.1
C 0.5 -0.5 0.3
H -0.1 0.0 -0.1
H 0.0 -0.1 -0.1
C 0.0 0.0 -0.1
H 0.1 -0.1 0.0
H 0.1 -0.1 0.0
H 0.0 -0.1 0.0
H 0.1 -0.1 0.1
S -0.1 0.2 0.3
C -0.2 0.0 -0.2
H 0.1 0.1 0.1
H 0.0 -0.1 0.1
C 0.0 0.0 -0.2
N 0.0 0.1 0.1
C -0.3 0.0 0.0
C 0.3 -0.3 0.0
O -0.1 0.0 0.2
C 0.2 0.3 0.0
C -0.3 -0.1 0.0
H 0.0 0.0 0.0
H 0.0 0.0 -0.1
H 0.0 0.0 -0.1
H 0.0 0.0 0.1
H 0.0 0.0 -0.1
H 0.0 0.0 0.1
H 0.0 0.0 0.0
H 0.0 0.0 -0.1
H 0.0 0.1 -0.1
H 0.0 0.0 0.1
H 0.0 0.1 0.1
H 0.0 -0.1 -0.1
H 0.1 0.0 0.1
H 0.0 0.1 0.1
H 0.1 0.1 0.0

SMILES string = CCCn1c2ccc(C)cc2c2nnc(SCCN3CCOCC3)nc21
Frontier orbital gap = 8.081 eV
DFT total energy = -40441.6761 eV
ΔE to the lowest compared entry with this formula, charge and spin = 162.8 kJ/mol

Q: DFT total energy of number 3 (C2H3NO3)?
A: -9750.2805 eV